Here is a 8-piece molecular cluster, C67H85ClO11P3S2 overall in a non-equilibrium geometry from the Open Molecules 2025 dataset. Energies are from ωB97M-V with the def2-TZVPD basis set.

Structure (XYZ):
```
169
Properties=species:S:1:pos:R:3:forces:R:3:lowdin_charge:R:1
C -7.760297 -3.060204 2.365812 -0.2424 -0.2619 0.7887 -0.166
C -7.299183 -3.181858 0.785415 -0.2692 -0.5064 0.7016 -0.247
C -7.224444 -1.701705 0.015646 1.2316 -2.2779 0.6172 -0.539
Cl -8.889028 -0.885399 0.378815 1.4506 -0.5149 -0.6977 0.538
C -6.029202 -0.810143 0.697233 0.0561 0.1100 1.4465 -0.331
O -4.848089 -1.587859 1.098477 -1.7267 0.6973 -1.6944 -0.386
P -3.268496 -0.776533 0.982537 0.5057 1.7019 1.9587 0.542
C -2.193453 -2.243702 1.535135 0.8937 -1.6784 1.2176 -0.285
C -2.665972 -3.737497 1.127850 1.3208 -1.1802 0.2515 -0.197
C -2.308829 -4.764137 2.387771 -0.5147 1.1699 -0.4328 -0.164
O -1.566870 -5.949951 1.861121 -3.5967 -1.6055 0.1651 -0.133
C -2.576205 -6.933257 1.437415 -0.2851 0.2876 -5.8319 -0.310
C -3.296474 -7.829998 2.616891 0.6883 1.3172 -0.3112 -0.014
O -2.825128 -7.027347 0.121204 1.3894 0.1620 8.5276 -0.017
C -3.764600 -0.117633 2.720982 -0.6070 0.8480 1.6339 -0.171
C -4.499443 -1.208752 3.698581 -0.5521 0.4297 -0.8838 -0.159
O -4.373712 -0.647736 5.086302 3.2444 -2.1107 1.3246 -0.135
C -3.141968 -1.117562 5.733256 4.7265 1.8421 -0.3590 -0.288
C -3.190429 -2.421932 6.778075 -0.5653 1.4759 0.5838 -0.027
O -1.934311 -0.544423 5.597850 -7.7365 -3.1133 0.4286 -0.042
C -1.695855 0.355100 0.753298 -0.8385 2.4531 -0.9594 -0.280
O -0.750171 0.303085 1.868865 3.8834 0.4314 -2.2239 -0.216
C 0.630719 0.656879 1.452435 3.5533 0.5330 -0.6339 -0.053
C 0.972129 1.745642 0.246014 2.0964 -1.0102 0.8918 0.030
C 2.467228 2.141061 -0.287407 0.0396 -2.6913 2.5578 -0.190
C 2.774688 3.204050 -1.524864 0.3694 -0.1748 1.1571 -0.127
C 3.763441 1.412757 0.411425 -4.0943 -1.1708 1.8016 -0.061
C 3.463311 0.368947 1.638974 -2.3336 1.6885 -1.9137 -0.031
C 1.935111 -0.032559 2.190118 0.7307 2.0464 -2.3898 -0.048
C 1.900141 -1.092603 3.435333 0.9087 -0.7346 0.0288 -0.365
C 2.045496 -0.376820 4.935125 -0.6116 -0.1186 -0.8360 -0.097
C 0.638970 -2.132504 3.450181 0.4278 0.0105 1.3113 -0.119
P -2.993701 -1.422870 -1.128483 0.1907 -0.1094 -3.3691 0.377
O -3.087631 0.006869 -2.170167 1.2630 -2.4199 0.1555 -0.352
O -1.449701 -2.167945 -1.428253 -0.8494 2.4642 -1.5146 -0.328
S -4.354730 -2.673685 -1.735780 -0.0525 -0.3037 -0.4617 0.288
O -4.032279 0.621717 0.183860 -3.5486 -0.5664 -1.0919 -0.407
C -5.484327 0.549912 -0.036967 -0.1901 0.3890 2.8403 -0.353
P -6.213836 1.067315 -1.742842 0.2343 1.0640 -1.9177 0.417
O -7.897326 1.548023 -1.573018 1.8361 -3.2003 -0.9173 -0.317
O -6.168084 -0.180657 -2.954882 -1.9317 1.2338 2.2058 -0.317
S -5.218886 2.644724 -2.385616 -0.8306 -1.2618 0.5518 0.278
H -8.871462 -3.445944 2.524555 2.3029 0.9770 -0.4471 0.077
H -7.695723 -1.964817 2.795481 -0.1785 -2.1964 -1.0164 0.053
H -7.096259 -3.732715 3.088957 -1.2359 1.3889 -1.7406 0.081
H -6.267237 -3.750797 0.779574 -1.9282 1.5756 -0.3687 0.099
H -8.089148 -3.904114 0.268786 1.6764 1.7841 0.8073 0.104
H -7.082488 -1.941348 -1.121499 -0.4000 0.8508 2.1971 0.068
H -6.551889 -0.430044 1.696712 1.0944 -0.7212 -1.9324 0.121
H -1.064494 -2.158486 1.151790 -2.6977 0.1856 0.7028 0.107
H -2.099921 -2.215011 2.722347 -0.2631 0.1273 -2.4683 0.077
H -1.981829 -4.104751 0.232341 -1.6247 0.7213 1.8186 0.123
H -3.768366 -3.905041 0.814985 1.9149 0.6726 0.6241 0.071
H -3.352329 -5.051472 2.860167 2.2434 0.3004 -0.6010 0.117
H -1.598846 -4.283188 3.192295 -1.4429 -0.9122 -1.6417 0.123
H -2.462870 -8.066616 3.416425 -1.7609 0.2697 -1.7108 0.079
H -4.078677 -7.101897 3.142971 1.5371 -1.8129 -1.2175 0.095
H -3.789140 -8.777521 2.138168 0.9752 2.0223 1.0299 0.099
H -2.885785 0.348028 3.337425 -1.5374 -1.0579 -1.1465 0.078
H -4.551557 0.768936 2.576039 1.7120 -1.8737 0.3322 0.123
H -4.075448 -2.297972 3.640632 -0.6245 2.0657 0.1547 0.123
H -5.680277 -1.287359 3.538962 2.7955 0.2552 0.2676 0.119
H -2.764709 -3.394745 6.280615 -0.9167 2.0437 0.9149 0.085
H -4.285257 -2.545657 7.210770 2.2366 0.0070 -1.2432 0.088
H -2.526764 -2.084368 7.711444 -1.2403 -0.8832 -2.3149 0.097
H -1.245950 0.167761 -0.308924 -0.2306 0.2537 2.1649 0.089
H -2.117023 1.472593 0.727688 0.9453 -2.3542 -0.0601 0.122
H 0.056303 2.273779 -0.272431 2.0503 -1.2252 1.1239 0.094
H 3.824818 3.705456 -1.275691 -2.2932 -1.0371 -0.5214 0.076
H 2.892687 2.669146 -2.560066 -0.4755 0.9243 2.0334 0.074
H 1.964899 4.053290 -1.565379 1.5458 -1.8169 -0.0020 0.078
H 4.891422 1.605840 0.077256 -2.8427 -0.3568 0.7588 0.078
H 4.416515 -0.144671 2.139747 -2.4790 1.1357 -1.0892 0.088
H 2.885525 -1.759163 3.332917 -2.0385 1.5238 -0.0874 0.126
H 2.640211 0.619382 4.784032 -1.1842 -1.8748 0.5618 0.079
H 0.952021 -0.191186 5.316604 2.1538 -0.0416 -0.6063 0.074
H 2.582936 -1.086890 5.707916 -1.0027 1.3839 -1.7051 0.080
H -0.312086 -1.522445 3.752720 1.6457 -1.2998 -0.9308 0.060
H 0.522181 -2.801479 2.498589 0.1868 1.6340 1.6661 0.084
H 0.837493 -2.887899 4.352974 -0.3383 1.5853 -1.8283 0.094
H -3.016181 -0.254208 -3.135179 -0.3534 0.1157 1.5773 0.073
H -1.096608 -1.748923 -2.285252 -0.6521 -0.9631 1.8557 0.086
H -5.913647 1.415037 0.665684 0.6039 -1.4812 -1.8476 0.148
H -8.457915 0.773006 -1.920712 0.9681 1.6292 0.9964 0.051
H -6.990946 -0.753200 -2.943540 1.4404 0.7955 0.1009 0.063
C 7.784127 1.784984 -1.818883 0.0316 0.1621 -0.0899 -0.097
C 9.045746 2.364747 -1.688645 -0.0904 0.0593 -0.0875 -0.097
C 9.345670 3.544337 -2.369399 -0.2319 -0.0636 -0.0397 -0.101
C 8.379639 4.150036 -3.173405 -0.0183 -0.1584 0.0850 -0.097
C 7.116773 3.572223 -3.300627 0.1075 -0.0773 0.0854 -0.090
C 6.819918 2.387606 -2.627199 0.1627 0.0776 0.0305 -0.098
H 7.551871 0.863836 -1.290882 0.0273 0.1286 -0.0778 0.101
H 9.796183 1.896398 -1.056682 -0.1130 0.0648 -0.1006 0.100
H 10.330978 3.992215 -2.273025 -0.0966 -0.0499 0.0048 0.093
H 8.611588 5.071928 -3.700120 -0.0599 -0.1188 0.0719 0.083
H 6.363534 4.045257 -3.925943 0.1158 -0.0762 0.0988 0.102
H 5.837782 1.934796 -2.730921 0.1147 0.0578 0.0311 0.096
C 10.534399 9.658944 -3.876255 0.0168 -0.1998 -0.0026 -0.096
C 10.989380 9.122453 -5.080388 -0.0311 -0.0936 0.1351 -0.094
C 11.124882 7.741792 -5.222606 -0.0780 0.0555 0.1449 -0.091
C 10.795621 6.896250 -4.162813 0.0114 0.2700 -0.0084 -0.107
C 10.337055 7.432611 -2.959934 0.0527 0.0784 -0.0885 -0.095
C 10.210412 8.813840 -2.814625 0.0630 -0.0571 -0.1836 -0.092
H 10.432175 10.735205 -3.764651 0.0113 -0.1573 -0.0167 0.100
H 11.239377 9.781006 -5.908456 -0.0317 -0.1061 0.1267 0.100
H 11.485806 7.324464 -6.158707 -0.0385 0.0685 0.1264 0.090
H 10.896493 5.819994 -4.275104 -0.0119 0.1051 0.0243 0.080
H 10.078957 6.773439 -2.134690 0.0238 0.0982 -0.1147 0.098
H 9.858384 9.231633 -1.875524 0.0370 -0.0665 -0.1307 0.101
C -6.497462 -7.670465 -1.991281 -0.1502 -0.0213 -0.0433 -0.085
C -6.914575 -6.349009 -1.834645 -0.0671 -0.0368 -0.0120 -0.082
C -8.210637 -5.978915 -2.192506 0.0391 -0.2464 -0.0186 -0.098
C -9.093573 -6.933448 -2.698279 0.1714 -0.0335 0.0486 -0.105
C -8.677571 -8.255716 -2.851374 0.0850 0.1013 0.0442 -0.110
C -7.378527 -8.623834 -2.502205 -0.0720 0.2287 0.0430 -0.103
H -5.486220 -7.957801 -1.715470 -0.1216 0.0959 -0.0234 0.101
H -6.228679 -5.606727 -1.434083 -0.0486 -0.0846 -0.0874 0.091
H -8.533213 -4.947785 -2.076628 0.0491 -0.1202 -0.0071 0.092
H -10.105186 -6.646246 -2.972628 0.1301 -0.0408 0.0296 0.096
H -9.366291 -8.999791 -3.244011 0.0949 0.1081 0.0472 0.094
H -7.053060 -9.652881 -2.626781 -0.0396 0.1234 0.0175 0.096
C -2.040519 2.968627 3.104439 -0.0183 0.1548 0.0484 -0.079
C -2.878363 3.167411 4.201375 0.0236 0.1902 -0.0553 -0.082
C -3.394523 4.435865 4.464839 0.1276 -0.0139 -0.1881 -0.102
C -3.080388 5.504530 3.624726 0.0696 -0.1648 -0.0188 -0.111
C -2.245537 5.304880 2.525613 -0.0254 -0.1009 0.1010 -0.101
C -1.721901 4.038334 2.267518 -0.1667 0.0498 0.2101 -0.079
H -1.635698 1.980631 2.901394 -0.0353 0.2729 0.0876 0.071
H -3.128621 2.333177 4.852000 0.0533 0.0653 -0.1137 0.096
H -4.041918 4.591836 5.323480 0.0610 -0.0190 -0.1053 0.094
H -3.486480 6.492083 3.827072 0.0464 -0.1156 -0.0334 0.092
H -2.002148 6.137462 1.870084 -0.0422 -0.1156 0.0870 0.096
H -1.067112 3.884345 1.414332 -0.0743 -0.0021 0.1056 0.089
C -3.437598 5.338747 -5.686967 -0.0594 0.2230 0.0025 -0.089
C -4.275443 5.537531 -4.590032 0.0397 0.0515 -0.0121 -0.089
C -4.791603 6.805985 -4.326568 0.1275 0.0154 -0.2042 -0.089
C -4.477469 7.874652 -5.166679 0.0653 -0.1931 -0.0234 -0.107
C -3.642617 7.675001 -6.265793 -0.0252 -0.1008 0.0856 -0.113
C -3.118981 6.408456 -6.523888 -0.1364 0.0136 0.1630 -0.107
H -3.032778 4.350752 -5.890012 -0.0755 0.1325 0.0574 0.102
H -4.525701 4.703298 -3.939406 0.0327 0.1608 -0.1433 0.014
H -5.438999 6.961958 -3.467926 0.0862 -0.0576 -0.1171 0.102
H -4.883559 8.862203 -4.964335 0.0580 -0.1214 -0.0296 0.094
H -3.399229 8.507583 -6.921322 -0.0269 -0.1136 0.0938 0.093
H -2.464192 6.254466 -7.377073 -0.0813 0.0228 0.0939 0.094
C 0.255769 -9.008389 5.748055 -0.0840 -0.0014 0.1420 -0.092
C 0.726744 -9.931889 6.680844 -0.1203 0.1060 0.0500 -0.099
C 0.160554 -9.988916 7.954024 -0.0942 0.1364 -0.1282 -0.101
C -0.884358 -9.128187 8.291398 0.0953 -0.0092 -0.1712 -0.100
C -1.357823 -8.207236 7.357285 0.1145 -0.0978 -0.0325 -0.096
C -0.785350 -8.143920 6.087162 0.0600 -0.1599 0.1252 -0.098
H 0.699573 -8.961926 4.757034 -0.0673 0.0077 0.1430 0.103
H 1.536347 -10.607217 6.415587 -0.1170 0.1126 0.0404 0.099
H 0.532257 -10.704035 8.682828 -0.0557 0.0900 -0.1006 0.098
H -1.329005 -9.175808 9.281920 0.0636 0.0131 -0.1396 0.098
H -2.173224 -7.537653 7.619832 0.1321 -0.0956 -0.0401 0.100
H -1.150765 -7.422580 5.361541 0.0729 -0.0630 0.0901 0.090
C 13.610953 4.719630 -5.779698 0.0087 -0.0601 -0.1694 -0.093
C 14.903197 4.356019 -6.157400 -0.1210 -0.0223 -0.1062 -0.096
C 15.148154 3.890583 -7.448979 -0.1982 0.0633 0.0318 -0.099
C 14.101441 3.798053 -8.366772 -0.0092 0.0640 0.1896 -0.098
C 12.809853 4.165252 -7.990140 0.1062 0.0086 0.0903 -0.093
C 12.563266 4.621889 -6.695681 0.2300 -0.0476 -0.0453 -0.103
H 13.419828 5.079090 -4.771976 0.0271 -0.0325 -0.1388 0.097
H 15.719985 4.434668 -5.444266 -0.1308 -0.0204 -0.1042 0.100
H 16.153947 3.600989 -7.740916 -0.1358 0.0480 0.0381 0.099
H 14.293020 3.439997 -9.374842 -0.0333 0.0477 0.1459 0.099
H 11.994561 4.094621 -8.706003 0.1242 0.0011 0.1199 0.101
H 11.555941 4.902638 -6.400951 0.1115 -0.0625 -0.0519 0.088
```
Positions in Å, forces in eV/Å.

Gap between HOMO and LUMO ... 7.053 eV
Total charge ... -1
Highest occupied orbital energy ... -5.32 eV
LUMO level ... 1.74 eV
E ... -5711.79549 hartree